1.
This record from the Open Molecules 2025 dataset describes a structure of composition C21H29BrOPd. The level of theory is the ωB97M-V functional and the def2-TZVPD basis.

The value obtained for the electronic energy is -97815.10368 eV. The calculation puts the max |F| at 2.48 eV/Å. The value obtained for the HOMO-LUMO gap (spin up / spin down) is 5.7 / 5.7 eV. Its HOMO energy (spin up / spin down) is -0.2447 / -0.2450 hartree. The calculation puts the energy relative to the best compared isomer or geometry (same formula, charge and spin) at 43.0 kcal/mol.

ORCA input file:
```
! RIJCOSX wB97M-V def2-TZVPD def2/J DEFGRID3
* xyz 0 1
Pd 0.03 -0.48 -0.17
Br 0.69 -0.76 -2.63
O 1.97 1.17 -0.18
C 3.47 -0.69 0.06
C 1.66 2.38 -0.87
C -1.03 -3.30 0.90
C 1.33 1.00 2.85
C 1.92 1.53 3.99
C -3.01 0.55 0.26
C 0.11 0.33 2.94
C -0.47 -0.25 1.70
C 0.27 2.82 -0.48
C -2.02 -1.49 -0.63
C 3.23 0.64 -0.61
C -0.52 0.20 4.18
C -2.58 0.23 1.53
C -1.73 -0.98 1.82
C 1.28 1.40 5.21
C -1.91 -4.34 0.20
C 0.43 -3.54 0.56
C -3.80 1.81 0.04
C -2.70 -0.28 -0.82
C 0.06 0.74 5.31
C -1.53 -1.90 0.62
H 4.41 -1.10 -0.29
H -3.20 2.53 -0.52
H -0.43 0.65 6.27
H 1.73 1.82 6.10
H 1.10 -2.87 1.10
H 1.72 2.20 -1.94
H -4.71 1.62 -0.54
H 0.61 -3.36 -0.51
H 2.87 2.05 3.93
H 0.70 -4.57 0.79
H 2.41 3.14 -0.60
H -1.47 -0.32 4.27
H 1.78 1.10 1.87
H 0.05 3.78 -0.94
H -4.09 2.27 0.98
H -3.01 -0.01 -1.82
H 0.17 2.93 0.61
H 2.67 -1.39 -0.20
H 4.01 1.37 -0.34
H -1.15 -3.44 1.98
H -2.98 -4.19 0.39
H -0.48 2.10 -0.82
H 3.52 -0.59 1.15
H -1.76 -4.32 -0.88
H -2.82 0.87 2.37
H 3.21 0.53 -1.70
H -2.06 -1.49 2.73
H -1.92 -2.18 -1.47
H -1.65 -5.35 0.55
*
```

Löwdin population analysis, charges in e, atoms 1 to 4:
1 Pd 0.6542
2 Br -0.0878
3 O -0.3094
4 C -0.0802

2.
This record from the Open Molecules 2025 dataset describes a cluster of 3 separate species, C21H29ClN2O9 in total. The level of theory is the ωB97M-V functional and the def2-TZVPD basis.

The value obtained for the electronic energy is -56163.69724 eV. The calculation puts the max |F| at 9.04 eV/Å. As for the SMILES: O=C(Cl)C[C@@H]1C(=O)NC[C@H]1CCC(=O)Nc1ccccc1.COC(=O)OC.COC(=O)OC. The value obtained for the HOMO-LUMO gap is 8.4 eV. Its HOMO energy is -0.3086 hartree. The calculation puts the energy relative to the best compared isomer or geometry (same formula, charge and spin) at 325.9 kcal/mol.

ORCA input file:
```
! RIJCOSX wB97M-V def2-TZVPD def2/J DEFGRID3
* xyz 0 1
Cl -3.59 -3.61 0.56
O 4.37 2.66 0.20
O -3.48 3.24 0.38
O 5.83 2.55 1.98
O 2.98 -4.35 3.63
O 4.44 -2.57 3.72
O 3.87 -3.63 1.76
O 3.65 1.81 2.10
O -0.81 -1.79 -4.08
O -3.12 -0.88 0.55
N 0.86 -0.01 -3.42
N -4.50 3.10 -1.95
C -6.77 -0.08 -0.12
C -0.36 -0.90 -3.18
C -2.69 -2.05 0.06
C -3.33 2.97 -0.95
C -5.26 1.77 -1.75
C -1.79 2.54 -1.40
C 0.97 0.79 -2.10
C -6.82 -1.15 -1.37
C -6.12 -0.71 -2.79
C -0.15 0.38 -0.94
C -5.33 0.74 -3.02
C 2.83 -4.26 5.05
C -1.09 -0.75 -1.70
C -6.00 1.36 -0.31
C 5.41 3.25 -0.58
C 4.73 -2.73 1.06
C 3.82 -3.43 3.10
C 3.88 1.44 3.46
C -1.38 -2.18 -0.96
C -1.00 1.66 -0.27
C 4.73 2.36 1.48
H 4.67 0.68 3.52
H 2.96 1.02 3.85
H -6.17 -1.44 -3.71
H 4.14 2.32 4.06
H 2.11 0.68 -1.78
H -4.85 0.94 -4.07
H 0.48 0.70 -4.08
H -1.68 1.29 0.63
H 4.69 -2.99 -0.01
H -1.19 3.54 -1.55
H -0.50 -2.57 -0.29
H 0.96 1.89 -2.51
H -0.15 2.37 0.19
H 2.14 -5.04 5.37
H -4.08 3.05 -2.92
H 5.01 3.44 -1.58
H 6.26 2.56 -0.67
H 5.76 -2.84 1.40
H -2.16 -0.35 -1.95
H 5.73 4.20 -0.14
H -1.76 1.94 -2.41
H -1.69 -3.03 -1.74
H -5.96 2.13 0.58
H -7.25 -0.29 0.93
H 4.38 -1.70 1.18
H 3.79 -4.43 5.55
H 2.41 -3.29 5.33
H 0.55 -0.13 -0.14
H -7.38 -2.19 -1.26
*
```

Löwdin population analysis, charges in e, atoms 1 to 4:
1 Cl 0.5333
2 O -0.0218
3 O -0.0551
4 O 0.1120

3.
This record from the Open Molecules 2025 dataset describes an isolated molecule of C21H29N3O3S. The level of theory is the ωB97M-V functional and the def2-TZVPD basis.

The value obtained for the electronic energy is -43695.69434 eV. The calculation puts the max |F| at 1.11 eV/Å. As for the SMILES: CCN(CC)S(=O)(=O)c1cccc(C(=O)NC[C@@H](c2ccccc2)N(C)C)c1. The value obtained for the HOMO-LUMO gap is 9.2 eV. Its HOMO energy is -0.3167 hartree. The calculation puts the energy relative to the best compared isomer or geometry (same formula, charge and spin) at 56.3 kcal/mol.

ORCA input file:
```
! RIJCOSX wB97M-V def2-TZVPD def2/J DEFGRID3
* xyz 0 1
S -2.92 0.20 1.47
O -1.84 0.99 1.99
O -3.98 -0.18 2.36
O 1.24 -2.72 -2.05
N 1.93 -1.88 -0.07
N 4.62 -0.34 1.16
N -3.59 1.02 0.20
C 1.00 -2.34 -0.93
C -0.92 -1.24 0.27
C 3.30 -1.67 -0.47
C -3.20 2.95 -1.29
C 0.90 2.80 -0.61
C 2.78 1.53 -1.41
C -2.44 -3.57 0.07
C -4.83 -0.38 -1.47
C 1.86 1.07 0.75
C -1.16 -3.52 -0.47
C -0.39 -2.37 -0.35
C 5.28 0.92 1.45
C -2.97 -2.45 0.69
C 2.81 0.79 -0.23
C 1.83 2.52 -1.60
C 0.92 2.07 0.56
C -2.21 -1.30 0.77
C -4.88 0.57 -0.27
C -2.66 1.64 -0.72
C 3.87 -0.29 -0.09
C 4.01 -0.90 2.35
H 5.83 1.25 0.57
H -4.47 0.14 -2.36
H -5.83 -0.75 -1.67
H -5.34 0.08 0.58
H -0.74 -4.38 -0.97
H 4.82 -1.18 3.03
H -2.40 0.95 -1.54
H -4.06 2.77 -1.93
H 4.64 -0.07 -0.84
H -5.48 1.45 -0.52
H -2.42 3.43 -1.87
H -4.17 -1.22 -1.27
H -1.76 1.83 -0.14
H 3.31 -1.79 -1.55
H 3.36 -0.20 2.89
H -0.36 -0.33 0.35
H 3.50 1.33 -2.18
H -3.50 3.61 -0.48
H 3.95 -2.45 -0.04
H 5.99 0.76 2.26
H 3.45 -1.80 2.11
H 4.59 1.72 1.75
H 1.65 -1.58 0.85
H -3.95 -2.45 1.13
H 1.83 3.09 -2.52
H 0.19 2.25 1.34
H 1.84 0.52 1.68
H -3.02 -4.47 -0.01
H 0.17 3.58 -0.75
*
```

Löwdin population analysis, charges in e, atoms 1 to 4:
1 S 0.6735
2 O -0.2864
3 O -0.2792
4 O 0.0798